Record 1
Entry from the Open Molecules 2025 dataset: one molecule with the formula C12H25BN2O5 in a non-equilibrium geometry (ωB97M-V with the def2-TZVPD basis set).

CARTESIAN COORDINATES (ANGSTROEM)
1 H 0.6242 -0.4864 3.2574
2 H -3.5526 -1.1311 0.7536
3 H 3.8625 -1.4102 -1.8365
4 H 2.5476 -1.4791 -0.6890
5 N 2.7282 0.3907 -1.6233
6 C -0.4402 1.3172 0.4508
7 O -3.8674 -2.8432 3.5979
8 H -1.2703 -1.3330 1.0101
9 H -0.7022 1.4158 2.5392
10 H 0.7236 0.6274 -3.6480
11 C -1.9409 0.9574 0.2975
12 H -1.8577 -1.1176 3.9730
13 H -1.0305 3.2087 0.7871
14 H -2.4694 0.0488 2.7901
15 H 0.2490 -0.4390 -0.5123
16 H 2.3797 2.1591 -2.6630
17 H 2.1173 -2.6169 -3.0205
18 H 2.3292 0.5037 0.4390
19 H -0.5804 2.9327 -0.7386
20 H 3.7737 1.2471 -3.2927
21 C 0.2975 -0.4002 2.2216
22 H -0.5924 -2.3703 2.2919
23 H 2.1352 2.0101 -0.4562
24 H 0.0943 0.8555 -1.6069
25 H 1.1479 -0.8035 1.6609
26 C 2.8304 -1.0908 -1.6510
27 H -4.7097 -3.2328 3.3236
28 N -0.3220 2.7722 0.2155
29 O -2.7828 1.8330 0.9107
30 C -2.0954 -0.9690 2.9164
31 O 2.1298 -0.9079 -3.9454
32 O -4.0027 -1.7171 1.4091
33 H 1.9208 0.9090 -4.9314
34 C 0.4446 0.6233 -0.6024
35 H 0.8395 -1.5720 -2.4748
36 C 1.7758 0.4940 -3.9046
37 H -3.7223 1.5698 0.7137
38 C 1.9178 0.9438 -0.4792
39 C 1.8838 -1.5997 -2.7608
40 H 0.9660 1.6916 1.9810
41 C 0.0592 1.0686 1.8438
42 O -2.2784 -0.0141 -0.3232
43 B -3.4016 -1.8884 2.6474
44 C -0.9126 -1.3063 2.0296
45 C 2.7538 1.1489 -2.9010

Properties
Charge: 0
Relative energy (zero: lowest compared OMol25 entry of this formula, charge and spin), kJ/mol: 0.0
SMILES: N[C@](CCCCB(O)O)(CCN1CCOCC1)C(=O)O
Orbital gap, eV: 8.19
LUMO level, eV: 0.326
E, eV: -26746.0742
HOMO level, eV: -7.865



Record 2
Entry from the Open Molecules 2025 dataset: C16H18Cl2CrN2O2S3Si as an isolated structure (ωB97M-V with the def2-TZVPD basis set).

CARTESIAN COORDINATES (ANGSTROEM)
1 H 2.2154 -2.4920 2.8484
2 H -2.7891 -1.2413 -3.6939
3 C 0.5284 5.4593 -0.8332
4 O 1.3440 3.8685 3.5471
5 N -0.8375 -2.0927 -0.6442
6 H -1.1129 -5.5777 0.8926
7 C -0.4700 -3.5694 1.2318
8 S 0.2587 -0.8501 1.3362
9 C 1.9319 6.4681 1.3967
10 Si 0.1599 -3.8731 2.9990
11 H 2.3767 -3.7593 4.0686
12 N 1.3630 2.6044 1.3539
13 C -1.4894 -4.3642 -0.8305
14 C 0.9762 4.6162 0.1679
15 C -1.0279 -4.5822 0.4724
16 C -0.8126 -2.8258 4.1947
17 H 2.4708 6.8447 2.2555
18 H -1.8801 -3.0442 4.1200
19 C -1.3718 -3.1002 -1.3466
20 O 3.4841 3.5681 2.3424
21 H -0.6686 -1.7621 4.0048
22 C -0.3936 -2.3009 0.6145
23 S 0.0364 2.2492 -0.9373
24 C -1.9055 -0.8730 -4.2007
25 H -0.4972 -3.0328 5.2201
26 Cl -1.1901 0.4173 -3.1788
27 Cr -0.3857 -0.0587 -0.7852
28 H -1.7097 -2.8712 -2.3488
29 C 1.4842 7.3171 0.3907
30 H -1.2132 -5.9355 3.3207
31 C -0.1514 -5.6827 3.3654
32 H 2.5276 -4.1602 2.3542
33 H 0.4527 7.5000 -1.4774
34 S 2.0667 3.7680 2.3152
35 C 0.8462 3.1313 0.3013
36 H 0.1951 -5.9112 4.3760
37 H -0.0088 5.0620 -1.6837
38 H 1.6768 8.3794 0.4635
39 H 0.3880 -6.3405 2.6801
40 C 0.7912 6.8181 -0.7084
41 H -1.9244 -5.1584 -1.4193
42 C 1.9909 -3.5352 3.0712
43 H -1.1514 -1.6383 -4.3384
44 C 1.6604 5.1245 1.2545
45 Cl -2.3606 -0.2178 -5.7587

Properties
Charge: 0
Relative energy (zero: lowest compared OMol25 entry of this formula, charge and spin), kJ/mol: 63.5
Orbital gap (alpha / beta), eV: 8.08 / 8.13
LUMO level (alpha / beta), eV: -0.159 / -0.376
Multiplicity: 5
E, eV: -117810.7402
HOMO level (alpha / beta), eV: -8.239 / -8.508



Record 3
Entry from the Open Molecules 2025 dataset: a 2-piece molecular cluster, C2HBr4F overall in a non-equilibrium geometry (ωB97M-V with the def2-TZVPD basis set).

CARTESIAN COORDINATES (ANGSTROEM)
1 F -1.2922 0.8631 1.1320
2 Br 2.1038 1.1604 -1.1087
3 Br 0.1691 -2.3409 -1.2355
4 Br -1.4495 -3.5876 -0.2120
5 C 0.7805 0.9548 0.2661
6 C -0.5208 1.0495 0.0455
7 Br 1.3819 0.3651 1.9783
8 H -1.1728 1.5357 -0.8658

Properties
Charge: 0
Relative energy (zero: lowest compared OMol25 entry of this formula, charge and spin), kJ/mol: 68.7
SMILES: FC=C(Br)Br.BrBr
Orbital gap, eV: 8.15
LUMO level, eV: -1.473
E, eV: -284975.7660
HOMO level, eV: -9.626



Record 4
Entry from the Open Molecules 2025 dataset: C22H24Cl2CoN6O5Se as an isolated structure in a non-equilibrium geometry (ωB97M-V with the def2-TZVPD basis set).

CARTESIAN COORDINATES (ANGSTROEM)
1 O -0.4998 1.2819 1.2540
2 H -2.9914 -4.2326 -0.5581
3 N -0.5649 -2.1166 0.4900
4 C -2.5124 -2.5705 -1.8249
5 C 0.9349 -0.8533 3.5854
6 H -1.7166 -3.6566 1.3886
7 Cl 1.5095 -3.1284 -2.1443
8 H 3.1037 1.7720 -4.1611
9 Co -0.5177 -0.4021 -0.5090
10 O -1.4253 2.8702 -2.6440
11 C -2.5527 2.1011 0.5617
12 H 2.3449 -2.4052 -4.6916
13 C 2.7676 0.8188 -3.7788
14 H -1.6341 3.8414 -0.4073
15 O -4.4631 0.8642 -0.1672
16 C 2.0964 -0.3306 1.6560
17 C -1.4470 2.8327 2.6892
18 H -2.5985 -2.1902 0.8716
19 H 0.1709 -2.7174 0.1209
20 H -1.2875 -4.1648 -1.0463
21 H 0.6214 3.4946 2.4431
22 C -0.3165 3.4976 1.8853
23 C 1.8856 -0.4736 -1.8873
24 H 0.0217 -1.2778 3.9977
25 N -1.3840 -1.7537 -2.2353
26 C 2.3123 -1.5044 -4.0942
27 N 2.2261 -0.1694 0.3626
28 H -2.1946 0.7621 2.3061
29 H 1.8212 -0.4258 5.4996
30 O -0.5287 1.0750 -1.7277
31 C -1.4281 2.7772 -0.2564
32 C -1.7591 1.6195 1.7923
33 C 1.9430 -0.4028 4.4218
34 N 1.4476 -0.6826 -0.6083
35 H -0.6986 -2.2863 -2.7583
36 H 0.7419 2.5349 0.1811
37 Se 4.6726 0.2356 0.1616
38 H -1.1082 2.5056 3.6729
39 H -3.2723 -1.8906 -1.4415
40 H 3.9487 0.3750 4.4670
41 H 3.0224 -0.2050 -5.6514
42 H -3.3478 2.8015 0.8329
43 C -1.1302 2.1819 -1.6667
44 C -1.7955 -2.8799 0.6037
45 H -2.9433 -3.1349 -2.6743
46 H -0.1899 -1.7427 1.3887
47 C -3.2332 0.8537 -0.0613
48 N 0.9962 -0.8257 2.2611
49 C 2.7270 -0.2879 -4.6161
50 H -2.3222 3.4709 2.8107
51 C 1.9160 -1.5704 -2.7788
52 O -2.5021 -0.1346 -0.3144
53 Cl 2.5297 2.1442 -1.5150
54 C -2.1410 -3.5632 -0.7213
55 H -1.6986 -0.9730 -2.7987
56 C 2.3962 0.7231 -2.4554
57 C 3.2665 0.0523 2.4525
58 C 3.1187 0.0530 3.8513
59 N 4.4306 0.3439 1.9192
60 H -0.5446 4.5212 1.5873
61 C -0.2246 2.5455 0.6762

Properties
Charge: -2
Orbital gap (alpha / beta), eV: 4.43 / 5.23
LUMO level (alpha / beta), eV: 4.626 / 4.611
Multiplicity: 4
E, eV: -170400.7594
HOMO level (alpha / beta), eV: 0.193 / -0.620